DFT (the ωB97M-V functional and the def2-TZVPD basis) results for C2H2CsNaO as an isolated structure in a non-equilibrium geometry.

The geometry in XYZ format:
```
7
Properties=species:S:1:pos:R:3
O 0.45 0.86 -0.29
Na -1.32 -0.36 1.65
Cs 0.17 4.95 2.70
C 0.56 -0.89 -1.22
C -0.18 -1.77 -0.62
H 1.59 -0.92 -1.58
H -1.28 -1.86 -0.65
```

Values from the calculation:
Charge   0
E_tot   -334.741102 hartree

DFT (the ωB97M-V functional and the def2-TZVPD basis) results for the molecule C5H6O.

The geometry in XYZ format:
```
12
Properties=species:S:1:pos:R:3
O -2.18 -0.36 -1.49
C -1.15 -0.55 -0.91
C 0.17 -1.18 -0.85
C 1.50 0.74 0.99
C 0.23 1.21 0.40
C -0.33 -0.22 0.28
H 0.26 -2.23 -0.61
H 0.96 -0.79 -1.49
H 1.29 0.63 2.08
H 0.33 1.64 -0.60
H -0.47 1.81 1.00
H -0.62 -0.70 1.21
```

Values from the calculation:
Charge   0
E_tot   -269.146952 hartree
ΔE to the lowest compared entry with this formula, charge and spin   523.23 kJ/mol

DFT (the ωB97M-V functional and the def2-TZVPD basis) results for C23H29HfN5O4S as an isolated structure in a non-equilibrium geometry.

The geometry in XYZ format:
```
63
Properties=species:S:1:pos:R:3
Hf -0.23 0.47 -0.23
C -0.58 1.23 -4.64
C -0.42 0.36 -3.42
O -0.55 0.95 -2.31
C -0.16 -1.01 -3.56
C -0.19 -1.91 -2.48
C -0.15 -3.38 -2.78
N -0.27 -1.51 -1.22
N -0.38 -2.59 -0.30
C -0.73 -2.16 0.86
O -0.91 -0.89 1.14
C -0.86 -3.13 1.98
C -0.51 -4.47 1.83
C -0.63 -5.35 2.90
C -1.12 -4.89 4.12
C -1.48 -3.56 4.27
C -1.35 -2.68 3.20
H -1.65 1.33 -4.85
H -0.09 0.81 -5.51
H -0.20 2.23 -4.42
H -0.08 -1.41 -4.55
H -0.02 -3.53 -3.85
H -1.07 -3.85 -2.44
H 0.66 -3.86 -2.24
H -0.14 -4.81 0.87
H -0.36 -6.39 2.78
H -1.22 -5.58 4.95
H -1.87 -3.21 5.22
H -1.64 -1.64 3.30
N 0.37 1.23 2.11
C 1.75 1.00 2.52
C 2.08 -0.46 2.29
N 1.91 -0.82 0.87
C 3.15 -0.83 0.07
C 3.22 0.40 -0.80
N 1.98 0.47 -1.57
H 0.14 2.21 2.16
H -0.28 0.74 2.73
H 1.94 1.26 3.56
H 2.39 1.64 1.90
H 1.39 -1.07 2.87
H 3.09 -0.68 2.63
H 1.50 -1.74 0.82
H 3.13 -1.71 -0.57
H 4.03 -0.90 0.71
H 4.11 0.36 -1.43
H 3.29 1.31 -0.20
H 1.96 -0.24 -2.30
H 1.88 1.37 -2.02
O -2.32 2.15 1.82
C -2.15 2.26 0.63
O -2.08 1.23 -0.23
C -1.93 3.61 -0.01
C -3.00 4.49 -0.10
C -2.83 5.74 -0.67
C -1.57 6.11 -1.14
C -0.50 5.23 -1.03
C -0.66 3.96 -0.47
S 0.77 2.90 -0.34
H -3.97 4.19 0.29
H -3.67 6.43 -0.75
H -1.42 7.09 -1.58
H 0.48 5.52 -1.39
```

Values from the calculation:
Charge   0
E_tot   -1915.040456 hartree
ΔE to the lowest compared entry with this formula, charge and spin   56.99 kJ/mol

DFT (the ωB97M-V functional and the def2-TZVPD basis) results for the molecule C6H5NO2S in a non-equilibrium geometry.

The geometry in XYZ format:
```
15
Properties=species:S:1:pos:R:3
O -3.20 -1.06 -0.04
N -2.60 -0.02 0.05
O -3.11 1.11 0.16
C -1.14 0.00 -0.03
C -0.48 1.25 -0.07
C 0.89 1.30 -0.30
C 1.54 0.02 -0.20
S 3.30 0.02 0.07
C 0.92 -1.18 -0.14
C -0.43 -1.24 -0.10
H -0.96 2.26 -0.15
H 1.56 2.15 -0.19
H 3.11 -0.43 1.30
H 1.58 -2.07 -0.19
H -0.99 -2.10 -0.17
```

Values from the calculation:
Charge   0
E_tot   -834.937632 hartree
ΔE to the lowest compared entry with this formula, charge and spin   138.66 kJ/mol
SMILES   O=[N+]([O-])c1ccc(S)cc1

DFT (the ωB97M-V functional and the def2-TZVPD basis) results for C34H50N3O3RbSSb as an isolated structure in a non-equilibrium geometry.

The geometry in XYZ format:
```
93
Properties=species:S:1:pos:R:3
Rb -1.22 -1.23 -0.63
C -0.91 -3.93 3.76
C -0.31 -3.24 2.54
O -1.07 -2.42 1.92
C 0.96 -3.62 2.16
C 1.82 -3.21 1.07
C 3.29 -3.59 1.23
N 1.40 -2.55 0.07
N 2.32 -2.31 -0.96
C 1.97 -1.45 -1.93
O 0.90 -0.75 -2.09
C 3.04 -1.30 -2.96
C 4.40 -1.52 -2.57
C 5.45 -1.34 -3.44
C 5.24 -0.78 -4.71
C 3.96 -0.45 -5.04
C 2.88 -0.74 -4.25
H -1.66 -4.67 3.38
H -1.39 -3.25 4.44
H -0.17 -4.41 4.34
H 1.42 -4.39 2.83
H 3.66 -4.12 0.32
H 3.36 -4.29 2.12
H 3.99 -2.83 1.33
H 4.56 -1.86 -1.55
H 6.46 -1.40 -3.09
H 6.13 -0.48 -5.23
H 3.68 0.08 -6.03
H 1.88 -0.45 -4.59
S -4.48 -2.24 -1.17
C -3.85 -2.41 -2.73
N -3.64 -1.36 -3.38
C -4.01 -0.24 -2.65
C -3.91 1.11 -3.06
C -4.28 2.09 -2.19
C -4.70 1.80 -0.83
C -4.81 0.49 -0.47
C -4.46 -0.49 -1.37
H -3.81 -3.45 -3.06
H -3.44 1.27 -3.98
H -4.25 3.19 -2.51
H -4.95 2.61 -0.12
H -5.03 0.17 0.54
C 1.65 4.22 -0.69
C 1.15 2.76 -0.93
C 2.40 1.85 -1.11
C 0.27 2.60 -2.17
Sb -0.07 2.01 0.73
C -1.20 3.83 1.29
C -1.93 4.41 0.04
C -2.33 3.39 2.32
C -0.44 4.96 1.85
C 1.37 1.81 2.44
C 0.62 1.82 3.74
C 2.52 2.86 2.42
C 2.07 0.41 2.27
H 2.24 4.48 -1.53
H 2.26 4.38 0.22
H 0.76 4.86 -0.64
H 3.00 2.24 -1.93
H 2.00 0.92 -1.37
H 3.08 1.81 -0.18
H 0.66 3.00 -3.09
H -0.77 2.92 -1.97
H 0.19 1.51 -2.41
H -2.45 3.65 -0.56
H -1.23 4.99 -0.63
H -2.60 5.18 0.33
H -3.06 2.69 1.77
H -2.83 4.33 2.58
H -1.86 2.96 3.22
H 0.43 5.32 1.31
H -0.05 4.83 2.84
H -1.11 5.83 2.03
H 0.22 2.89 3.97
H 1.39 1.64 4.52
H -0.17 1.07 3.77
H 2.08 3.86 2.73
H 3.07 2.93 1.49
H 3.30 2.62 3.12
H 1.31 -0.36 2.12
H 2.68 0.19 3.14
H 2.64 0.27 1.36
C -1.58 -5.66 0.19
C -3.05 -5.58 0.02
C -3.82 -5.14 1.29
O -3.58 -5.69 -1.02
H -1.00 -5.74 -0.71
H -1.25 -6.45 0.92
H -1.37 -4.69 0.68
H -3.63 -4.06 1.37
H -3.56 -5.61 2.27
H -4.86 -5.40 1.15
```

Values from the calculation:
Charge   -1
E_tot   -2378.040025 hartree
ΔE to the lowest compared entry with this formula, charge and spin   0.00 kJ/mol

DFT (the ωB97M-V functional and the def2-TZVPD basis) results for the molecule C5H5N in a non-equilibrium geometry.

The geometry in XYZ format:
```
11
Properties=species:S:1:pos:R:3
C 0.43 -1.09 -0.68
C 1.02 -0.48 0.43
C 0.56 0.66 1.15
N -0.61 1.17 0.85
C -1.72 1.36 0.47
C -0.86 -0.92 -1.24
H 0.98 -1.90 -1.15
H 1.99 -0.85 0.77
H 1.10 1.11 1.98
H -2.13 2.06 -0.25
H -0.77 -1.12 -2.33
```

Values from the calculation:
Charge   0
E_tot   -248.036323 hartree
ΔE to the lowest compared entry with this formula, charge and spin   626.74 kJ/mol